# 1
ORCA calculation (the ωB97M-V functional and the def2-TZVPD basis) on a cluster of 2 separate species, C5H2FN3O2 in total.

Last columns: bonded neighbours and bond lengths (Å).
Positions of all 13 atoms, in Å:
1 C 0.465 1.222 -0.774  C2 1.347, C3 1.446, F11 1.394
2 C -0.107 0.627 0.291  C1 1.347, N7 1.352, N8 1.360
3 C 1.889 1.423 -0.919  C1 1.446, N6 1.137
4 C 1.296 -0.286 2.168  N7 1.163
5 C -0.553 -2.801 -0.459  O9 1.164, O10 1.153
6 N 2.992 1.685 -1.008  C3 1.137
7 N 0.665 0.148 1.293  C2 1.352, C4 1.163
8 N -1.431 0.568 0.599  C2 1.360, H12 1.013, H13 0.967
9 O -0.591 -2.106 0.474  C5 1.164
10 O -0.561 -3.474 -1.395  C5 1.153
11 F -0.339 1.847 -1.725  C1 1.394
12 H -2.102 1.113 0.072  N8 1.013
13 H -1.624 0.035 1.383  N8 0.967

Gap between HOMO and LUMO in eV: 9.42
Charge: 0
HOMO energy in eV: -9.433
Total energy in eV: -16498.232
ΔE to the lowest compared entry with this formula, charge and spin in kJ/mol: 0.0

=====

# 2
ORCA calculation (the ωB97M-V functional and the def2-TZVPD basis) on the ion C5H8N with charge +1.

Last columns: bonded neighbours and bond lengths (Å).
Positions of all 14 atoms, in Å:
1 C 0.172 0.626 -0.042  C2 1.427, C4 1.255, C5 1.865
2 C 1.028 -0.491 0.197  C1 1.427, C3 1.320, H10 1.110
3 C 2.325 -0.318 0.026  C2 1.320, H7 1.155, H8 1.062
4 C 0.444 1.770 -0.480  C1 1.255, H9 1.040
5 C -1.529 0.076 0.487  C1 1.865, N6 1.331, H11 1.115, H12 1.109
6 N -2.011 -0.836 -0.354  C5 1.331, H13 1.080, H14 1.033
7 H 2.980 -1.219 0.328  C3 1.155
8 H 2.775 0.566 -0.353  C3 1.062
9 H 0.554 2.804 -0.481  C4 1.040
10 H 0.435 -1.384 0.488  C2 1.110
11 H -1.951 1.108 0.444  C5 1.115
12 H -1.331 -0.328 1.500  C5 1.109
13 H -2.422 -0.659 -1.337  N6 1.080
14 H -1.470 -1.714 -0.422  N6 1.033

Gap between HOMO and LUMO (alpha / beta) in eV: 8.07 / 8.07
Charge: +1
HOMO energy (alpha / beta) in eV: -14.263 / -14.263
Total energy in eV: -6792.866
ΔE to the lowest compared entry with this formula, charge and spin in kJ/mol: 503.9

=====

Question: Which of these has the highest ΔE to the lowest compared entry with this formula, charge and spin?
Answer: C5H8N

=====

Question: Look up the charge of the first one.
Answer: 0